Below is the molecule C3H7NOS2, with properties calculated with ωB97M-V/def2-TZVPD.

- maximum force (eV Å⁻¹) = 0.977
- energy above the lowest of the compared OMol25 structures with the same formula, charge and spin (eV) = 1.322
- M (g/mol) = 137.23
- Kohn-Sham gap (eV) = 9.56
- LUMO level (hartree) = 0.017
- SMILES string = N[C@@H](C=O)CSS
- electronic energy (a.u.) = -1044.85381

Element x y z (Å)
N: 0.2792 -1.3795 -0.7232
C: 0.6197 -0.5421 0.3869
C: 2.0212 0.0365 0.2694
O: 2.4159 0.9657 0.9178
C: -0.3504 0.6466 0.5669
S: -2.1035 0.0927 0.6760
S: -3.0782 1.5910 -0.3535
H: 0.2795 -2.3668 -0.5875
H: 0.1592 -0.9158 -1.6009
H: 0.5751 -1.1347 1.3061
H: 2.6911 -0.4545 -0.4546
H: -0.1448 1.1931 1.4769
H: -0.3049 1.2643 -0.3184
H: -3.0591 1.0037 -1.5619

Forces on the atoms, in the same order (eV/Å):
N 0.2 0.6 0.7
C -0.6 0.1 0.0
C 0.3 0.1 0.4
O 0.0 0.2 0.1
C -0.6 -0.7 0.0
S 0.1 0.2 -0.1
S 0.1 -0.3 0.1
H -0.1 -0.1 -0.5
H -0.1 -0.6 -0.3
H 0.2 -0.1 0.0
H 0.0 -0.2 -0.2
H 0.3 0.3 -0.1
H 0.1 0.4 0.0
H 0.0 0.1 0.0

---

Below is a structure of composition C23H35N2O2P2Pd, with properties calculated with ωB97M-V/def2-TZVPD.

- maximum force (eV Å⁻¹) = 3.993
- total charge = +1
- 2S+1 = 5
- M (g/mol) = 539.91
- Kohn-Sham gap (alpha / beta) (eV) = 4.35 / 6.38
- LUMO level (alpha / beta) (hartree) = -0.088 / -0.180
- ⟨S²⟩ = 6.07
- electronic energy (a.u.) = -1967.52899

Element x y z (Å)
C: -0.8943 1.2410 -4.6449
C: -1.0989 0.8813 -3.3021
N: -0.1400 1.3084 -2.3928
C: 0.6789 2.3125 -2.6433
C: 0.6852 2.8964 -3.9239
C: -0.0960 2.3225 -4.9493
C: -2.1519 0.0655 -2.8810
P: -2.2930 -0.3338 -1.1975
Pd: -0.2153 0.3229 -0.5225
P: 1.7775 1.9924 -0.1098
C: 1.4860 3.0160 -1.5667
O: -0.5730 -3.1991 -4.6464
O: -0.0197 -4.5463 -1.0229
H: -1.5079 0.7539 -5.4023
H: 1.2612 3.7983 -4.0833
H: -0.0219 2.7255 -5.9720
C: -3.5857 0.8530 -0.6927
C: -2.9363 -1.9688 -0.7107
H: 2.4406 3.3833 -1.9446
H: 0.9115 3.8684 -1.2119
H: -1.1121 -2.6418 -4.0942
H: -2.7631 -0.3682 -3.7107
C: 2.1545 2.8478 1.3839
C: 3.0878 0.8558 -0.5290
H: 1.2077 -0.6629 -0.2737
H: 0.9383 -4.2107 -0.8366
H: -0.2333 -4.1194 -1.8830
H: 0.2524 -2.6695 -4.8604
H: 0.3154 1.7266 0.2942
H: 1.3630 -0.5071 -1.0704
H: -4.4757 0.5508 -1.2469
H: -3.8170 0.9341 0.3716
H: -3.2695 1.8268 -1.0722
H: -3.8072 -2.2352 -1.3216
H: -2.1527 -2.7321 -0.7916
H: -3.2811 -1.9730 0.3321
H: 3.9862 1.4290 -0.7474
H: 3.2801 0.1754 0.2977
H: 2.8570 0.3041 -1.4355
H: 2.9641 3.5579 1.2355
H: 1.2627 3.3767 1.7318
H: 2.4455 2.1310 2.1560
C: -0.9912 2.2447 4.6499
C: -1.7454 2.2014 3.4776
C: -1.4209 1.2988 2.4722
C: -0.3473 0.3855 2.6361
C: 0.3876 0.4234 3.8643
C: 0.0794 1.3659 4.8445
N: 0.0241 -0.4605 1.5991
C: 0.5657 -1.7073 1.9538
C: 1.7769 -2.1962 1.3983
C: 2.3013 -3.4235 1.7839
C: 1.6151 -4.2291 2.7014
C: 0.4072 -3.7795 3.2574
C: -0.1001 -2.5301 2.9086
H: -1.2433 2.9533 5.4330
H: -2.5856 2.8756 3.3289
H: -1.9620 1.2676 1.5262
H: 1.2186 -0.2818 3.9769
H: 0.6862 1.3922 5.7490
H: 2.3099 -1.5891 0.6677
H: 3.2443 -3.7513 1.3375
H: 2.0144 -5.2109 2.9702
H: -0.1326 -4.3942 3.9792
H: -1.0124 -2.1445 3.3759

Forces on the atoms, in the same order (eV/Å):
C -2.2 -1.8 0.5
C 1.2 0.0 -0.9
N -2.3 -1.6 1.9
C 2.1 1.7 -1.2
C -1.1 -0.8 -1.4
C 2.8 2.8 -0.1
C -0.1 -1.1 -2.3
P -0.3 0.6 2.2
Pd 0.1 0.1 0.4
P -1.6 0.0 -0.9
C -0.3 -0.3 0.1
O 1.9 0.4 -0.5
O 2.4 1.6 -0.2
H 0.1 0.2 0.2
H 0.1 0.0 -0.2
H -0.1 -0.3 0.7
C -0.4 -0.1 -0.4
C -0.3 -0.3 -0.6
H 0.0 0.0 -0.1
H -0.1 0.5 0.4
H -0.2 0.5 0.2
H 0.2 0.5 0.9
C 0.5 0.7 0.6
C 0.8 0.0 0.0
H 0.7 -0.6 -1.6
H -2.6 -1.0 -0.5
H 0.2 -0.5 0.6
H -1.6 -0.9 0.4
H 0.5 0.3 0.0
H -0.4 -1.0 0.8
H -0.3 0.2 0.2
H 0.1 -0.3 -0.1
H 0.0 0.0 0.1
H 0.2 -0.1 0.0
H -0.2 0.1 -0.1
H 0.2 0.4 -0.2
H 0.2 0.3 0.2
H 0.1 0.0 -0.1
H 0.0 0.2 0.0
H 0.1 0.1 0.1
H 0.1 0.0 -0.1
H 0.0 0.0 -0.1
C 0.1 -0.1 0.2
C 0.1 -0.2 -0.3
C 0.3 0.0 -0.2
C 0.2 0.0 0.5
C -0.2 0.0 -0.3
C 0.1 -0.5 -0.5
N -0.3 -0.2 1.0
C 0.3 -0.7 0.6
C -0.5 0.3 0.0
C -0.2 -0.1 0.0
C -0.1 0.1 -0.1
C 0.3 0.2 -0.2
C 0.2 0.5 -0.1
H 0.0 0.0 -0.1
H 0.2 -0.1 0.1
H 0.0 0.0 0.3
H -0.3 0.4 0.1
H -0.3 0.1 -0.2
H 0.0 -0.4 0.4
H -0.3 0.0 0.3
H -0.2 0.4 -0.1
H 0.2 0.2 -0.2
H 0.3 -0.2 -0.2

---

Below is a structure of composition C6H8CuLiO6, with properties calculated with ωB97M-V/def2-TZVPD.

- maximum force (eV Å⁻¹) = 2.464
- energy above the lowest of the compared OMol25 structures with the same formula, charge and spin (eV) = 0.916
- M (g/mol) = 246.61
- Kohn-Sham gap (eV) = 5.09
- LUMO level (hartree) = -0.035
- electronic energy (a.u.) = -2332.84250

Element x y z (Å)
O: 0.0559 -1.8737 -0.3004
O: -1.7855 0.6665 -0.6907
C: -1.0614 -2.6538 -0.0545
C: -2.3712 -1.9312 -0.3470
O: -2.6811 -0.9019 0.6005
C: -2.4436 0.4388 0.3474
H: -1.0507 -3.0015 0.9989
H: -1.0774 -3.5668 -0.6872
H: -3.1988 -2.6527 -0.2889
H: -2.3453 -1.5179 -1.3684
O: 1.3119 0.9097 -0.4743
C: 1.2028 2.3434 -0.5699
C: 1.6734 2.8041 0.8120
O: 2.2471 1.6137 1.3822
C: 1.9921 0.5680 0.6279
H: 1.8470 2.6673 -1.3943
H: 0.1637 2.6053 -0.7902
H: 0.8448 3.1176 1.4563
H: 2.4449 3.5777 0.7734
O: 2.5810 -0.4876 0.7136
Cu: 1.8838 -2.4467 0.3649
Li: -0.2333 -0.2783 -1.1117

Forces on the atoms, in the same order (eV/Å):
O 1.6 0.0 -0.1
O 0.7 -0.1 -0.7
C -0.6 -0.8 0.3
C 0.0 0.1 0.0
O -0.1 -0.5 0.0
C 0.0 0.6 0.5
H -0.3 0.1 -0.3
H 0.1 0.2 0.1
H 0.2 0.1 0.0
H 0.0 -0.1 0.2
O -0.6 -0.2 -0.1
C -0.3 0.3 -0.1
C -0.4 0.2 0.1
O -0.1 0.0 0.5
C 2.0 0.1 -1.5
H 0.0 -0.1 0.2
H 0.1 -0.2 0.2
H 0.2 0.0 -0.2
H -0.1 -0.2 0.1
O -0.7 -0.2 0.8
Cu -1.2 0.8 -0.4
Li -0.5 0.0 0.3

---

Below is a structure of composition C13H15F3NPdS6Sb, with properties calculated with ωB97M-V/def2-TZVPD.

- maximum force (eV Å⁻¹) = 0.918
- energy above the lowest of the compared OMol25 structures with the same formula, charge and spin (eV) = 0.307
- M (g/mol) = 662.85
- Kohn-Sham gap (eV) = 7.23
- LUMO level (hartree) = -0.019
- electronic energy (a.u.) = -3616.02905

Element x y z (Å)
Pd: -0.4911 0.5591 -0.2584
F: 1.6871 -2.9264 4.8146
C: 0.9187 -2.4535 3.8123
F: -0.3030 -2.2482 4.3275
F: 0.8103 -3.4499 2.9109
C: 1.5102 -1.2098 3.2089
C: 2.7443 -0.7615 3.6401
C: 3.3142 0.3595 3.0513
C: 2.6103 0.9793 2.0377
N: 1.4168 0.5691 1.6129
C: 0.8502 -0.5024 2.1843
S: -0.7205 -0.9779 1.5570
H: 3.2614 -1.2910 4.4280
H: 4.2769 0.7303 3.3714
H: 3.0139 1.8533 1.5384
C: -3.5860 0.9921 0.4216
S: -2.1544 2.0670 0.6636
C: -2.3070 3.1531 -0.7113
C: -1.4713 3.1072 -1.7681
S: -0.1553 2.0014 -1.9958
S: -1.7150 4.3365 -2.9753
C: -3.0585 5.1458 -2.2206
S: -3.8220 6.4292 -2.8792
S: -3.4858 4.4510 -0.6979
H: -3.4996 0.1939 1.1578
H: -3.5833 0.5747 -0.5820
H: -4.5034 1.5489 0.6034
C: 0.7304 -3.1418 -1.0484
Sb: 0.3752 -1.1889 -1.7547
C: 2.1685 -0.6948 -2.7481
C: -0.9810 -1.4578 -3.3426
H: 1.0983 -3.7705 -1.8580
H: -0.1987 -3.5469 -0.6532
H: 1.4597 -3.1059 -0.2415
H: 2.3998 -1.4583 -3.4905
H: 2.9828 -0.6324 -2.0290
H: 2.0466 0.2682 -3.2401
H: -0.5617 -2.1500 -4.0731
H: -1.1587 -0.4906 -3.8073
H: -1.9193 -1.8609 -2.9665

Forces on the atoms, in the same order (eV/Å):
Pd -0.6 0.2 0.7
F 0.0 0.0 0.0
C 0.0 0.0 0.0
F 0.0 0.0 0.0
F 0.0 0.0 0.0
C 0.0 0.1 0.0
C 0.0 0.0 0.0
C 0.0 -0.1 0.1
C 0.0 0.0 0.0
N 0.0 -0.1 0.1
C -0.1 -0.2 0.0
S 0.3 0.2 -0.3
H 0.0 0.0 0.0
H 0.0 0.0 0.0
H 0.0 0.0 0.0
C -0.2 -0.1 0.1
S 0.2 0.0 -0.1
C 0.0 0.2 -0.1
C -0.1 -0.1 0.3
S 0.2 0.1 -0.4
S -0.1 0.0 -0.1
C 0.0 0.1 -0.1
S 0.0 0.0 0.0
S 0.0 -0.1 0.1
H 0.0 0.0 0.0
H 0.0 0.0 0.0
H 0.0 0.0 0.0
C 0.0 -0.1 0.0
Sb 0.1 0.0 0.1
C 0.1 -0.1 -0.2
C 0.0 -0.3 -0.2
H 0.0 0.0 0.0
H 0.0 0.0 0.0
H 0.0 0.0 0.0
H 0.0 0.0 0.0
H 0.0 0.0 0.0
H 0.0 0.0 0.0
H 0.0 0.0 0.0
H 0.0 0.0 0.0
H 0.0 0.0 0.0

---

Below is a structure of composition C35H52AsGdO2P3, with properties calculated with ωB97M-V/def2-TZVPD.

- maximum force (eV Å⁻¹) = 4.882
- total charge = +3
- energy above the lowest of the compared OMol25 structures with the same formula, charge and spin (eV) = 6.171
- 2S+1 = 8
- M (g/mol) = 829.89
- Kohn-Sham gap (alpha / beta) (eV) = 7.16 / 4.42
- LUMO level (alpha / beta) (hartree) = -0.287 / -0.387
- ⟨S²⟩ = 16.13
- electronic energy (a.u.) = -5539.70491

Element x y z (Å)
Gd: -1.5092 1.0071 -1.1882
P: -2.0572 -1.7722 -1.3136
P: 3.4003 -1.0180 0.7433
P: 2.1726 -3.3158 -2.9410
H: -1.5989 3.8681 -1.7033
C: -1.9458 2.9607 -2.2184
C: -3.1752 2.3042 -1.9232
H: -3.7940 2.6131 -1.0600
C: -3.7833 -1.4733 -0.7595
C: -1.4097 -2.8510 0.0083
C: -2.2516 -2.9126 -2.7127
C: 4.5143 0.1958 1.4498
C: 1.7928 -0.9603 1.5432
C: 4.0654 -2.6838 0.7318
C: 1.3433 -2.9736 -4.5469
C: 2.3253 -5.1471 -2.9427
C: 3.9169 -3.0055 -3.4502
H: -1.4675 2.8357 -3.2027
H: -3.7104 1.6575 -2.6551
H: -4.3328 -0.8827 -1.5075
H: -3.8306 -0.9627 0.2108
H: -4.2655 -2.4527 -0.6550
H: -1.4622 -2.3471 0.9834
H: -0.3634 -3.0950 -0.2256
H: -2.0042 -3.7736 0.0411
H: -2.6808 -2.3665 -3.5632
H: -2.9206 -3.7363 -2.4289
H: -1.2757 -3.3211 -3.0052
H: 4.3920 0.2736 2.5368
H: 4.3076 1.1602 0.9692
H: 5.5460 -0.0861 1.2117
H: 1.9379 -1.0345 2.6334
H: 1.0962 -1.7470 1.2066
H: 1.3275 0.0087 1.3309
H: 5.0278 -2.6524 0.2093
H: 3.3688 -3.3524 0.2166
H: 4.2102 -3.0475 1.7624
H: 1.4941 -3.8071 -5.2414
H: 1.7380 -2.0415 -4.9740
H: 0.2644 -2.8612 -4.3894
H: 2.3505 -5.5291 -3.9718
H: 1.4798 -5.5717 -2.3857
H: 3.2568 -5.4058 -2.4174
H: 4.1195 -3.4254 -4.4459
H: 4.5682 -3.4777 -2.7056
H: 4.1068 -1.9257 -3.4348
C: 2.6637 0.5714 -2.7281
C: 3.4046 1.6349 -3.3122
C: 3.0400 2.1675 -4.5519
C: 1.8390 1.7796 -5.1655
C: 0.9415 0.9519 -4.4650
C: 1.3720 0.3084 -3.2927
O: 3.2610 -0.3379 -1.9094
H: 3.2310 -0.5845 -0.8077
H: 4.2977 1.9891 -2.8069
H: 3.7046 2.8947 -5.0521
H: 1.5692 2.1422 -6.1596
H: -0.0911 0.7909 -4.8218
H: 0.7766 -0.5072 -2.8492
O: -0.7672 1.4032 0.7549
As: -1.4721 1.6852 2.3463
C: -0.0141 1.3146 3.5433
C: -0.2157 0.5151 4.6797
C: 0.8503 0.2928 5.5586
C: 2.0955 0.8875 5.3219
C: 2.2773 1.7076 4.2012
C: 1.2216 1.9317 3.3158
C: -1.8924 3.5633 2.3140
C: -2.7129 4.0984 3.3185
C: -2.9653 5.4760 3.3423
C: -2.3953 6.2976 2.3630
C: -1.5815 5.7636 1.3589
C: -1.3231 4.3878 1.3386
C: -2.9024 0.4006 2.4471
C: -2.6244 -0.9227 2.8132
C: -3.6722 -1.8371 2.9491
C: -4.9945 -1.4272 2.7436
C: -5.2675 -0.1022 2.3767
C: -4.2233 0.8124 2.2162
H: -1.1959 0.0655 4.8685
H: 0.7007 -0.3535 6.4285
H: 2.9153 0.7245 6.0213
H: 3.2466 2.1696 4.0173
H: 1.3661 2.5686 2.4410
H: -3.1405 3.4398 4.0747
H: -3.6028 5.8912 4.1240
H: -2.5921 7.3714 2.3868
H: -1.1440 6.4091 0.5929
H: -0.6750 3.9624 0.5642
H: -1.5972 -1.2280 3.0150
H: -3.4582 -2.8732 3.2317
H: -5.8128 -2.1345 2.8831
H: -6.3012 0.2206 2.2210
H: -4.4239 1.8484 1.9289

Forces on the atoms, in the same order (eV/Å):
Gd 2.5 -2.4 1.7
P -0.2 -0.7 0.1
P -0.4 -0.1 -0.8
P 0.6 -0.1 0.0
H -0.4 -0.5 0.0
C -0.8 1.8 -1.3
C -1.3 1.1 -0.3
H 0.3 0.1 -0.6
C -0.1 -0.1 -0.2
C 0.2 0.1 0.0
C -0.1 0.0 -0.2
C 0.1 0.1 0.4
C -0.3 0.0 0.6
C 0.2 -0.1 0.6
C -0.3 -0.1 0.0
C -0.5 0.0 0.2
C -0.1 0.4 0.1
H -0.3 0.0 0.2
H 0.5 0.6 0.3
H 0.0 -0.2 0.2
H 0.1 -0.1 -0.2
H -0.1 0.2 0.0
H 0.0 -0.2 -0.3
H -0.3 0.0 0.1
H 0.2 0.2 0.0
H 0.1 -0.3 0.1
H 0.2 0.2 -0.1
H -0.3 0.1 0.1
H 0.1 0.0 -0.2
H 0.0 -0.2 0.2
H -0.2 0.0 0.1
H -0.2 0.0 -0.2
H 0.6 0.2 0.0
H 0.1 -0.1 0.1
H -0.2 -0.2 0.1
H 0.1 0.2 0.0
H 0.1 0.1 -0.3
H 0.1 0.3 0.0
H -0.1 -0.3 0.0
H 0.2 0.1 -0.2
H 0.1 -0.1 0.3
H 0.3 -0.2 -0.3
H -0.3 0.0 -0.2
H 0.0 0.1 0.3
H 0.0 0.1 -0.2
H 0.1 -0.3 -0.2
C 0.6 -1.7 0.4
C 0.3 0.3 -0.3
C 0.3 0.0 0.3
C -0.2 0.2 0.2
C 0.0 -0.5 1.0
C -0.6 0.0 -0.2
O -1.0 2.7 -4.0
H -0.3 -0.3 1.8
H 0.1 -0.2 -0.2
H -0.5 -0.5 0.4
H 0.1 0.0 0.4
H 0.8 -0.1 -0.1
H 0.3 0.3 -0.2
O -0.5 0.1 0.6
As 1.1 0.0 -1.2
C -0.2 -0.1 0.6
C 0.1 0.0 -0.2
C 0.0 0.0 -0.1
C -0.4 0.0 -0.1
C -0.2 -0.1 0.0
C 0.0 -0.1 -0.1
C -0.5 0.1 0.3
C 0.1 0.2 -0.1
C 0.2 -0.4 -0.2
C -0.1 0.0 0.0
C -0.1 -0.3 0.2
C 0.1 0.1 -0.3
C -0.3 0.2 0.4
C -0.1 0.0 0.1
C 0.0 0.0 -0.1
C 0.2 0.3 0.0
C 0.0 -0.1 -0.1
C 0.1 0.0 0.1
H 0.4 0.2 0.1
H 0.1 0.3 -0.3
H -0.2 0.0 -0.2
H -0.3 0.0 0.1
H 0.0 -0.1 0.2
H 0.0 0.2 -0.1
H 0.2 -0.1 -0.3
H 0.1 -0.3 0.0
H -0.2 -0.2 0.3
H -0.2 0.2 0.3
H -0.3 0.0 0.0
H -0.1 0.4 -0.1
H 0.2 0.2 0.0
H 0.4 -0.1 0.1
H -0.1 -0.3 0.2

---

Below is a structure of composition C25H31N6O6S3ScSi, with properties calculated with ωB97M-V/def2-TZVPD.

- maximum force (eV Å⁻¹) = 1.366
- total charge = -2
- energy above the lowest of the compared OMol25 structures with the same formula, charge and spin (eV) = 1.940
- M (g/mol) = 680.80
- Kohn-Sham gap (eV) = 5.71
- LUMO level (hartree) = 0.150
- electronic energy (a.u.) = -3996.19956

Element x y z (Å)
Sc: -0.2181 0.5707 0.1089
O: -2.2871 -2.5774 0.7733
C: -1.4935 -1.9136 -0.1281
O: -1.7042 -0.5834 -0.2037
C: -1.6417 -2.5925 -1.4724
O: -0.5880 -2.2154 -2.3251
C: 0.6103 -2.8163 -1.8730
C: 0.9841 -2.4933 -0.4185
O: 1.6472 -3.6610 0.1164
O: -0.0729 -2.0327 0.3592
H: -2.3069 -1.9949 1.5672
H: -2.5716 -2.2354 -1.9110
H: -1.6697 -3.6800 -1.3396
H: 1.4045 -2.4798 -2.5294
H: 0.5339 -3.9053 -1.9342
S: 1.2581 1.0994 2.1978
C: 1.1301 -0.3641 3.1908
C: 2.3034 -0.9404 3.6941
C: 2.2797 -2.0804 4.4895
C: 1.0588 -2.6726 4.7876
C: -0.1145 -2.1125 4.2979
C: -0.1157 -0.9516 3.5063
S: -1.6238 -0.2742 2.9024
H: 3.2500 -0.4770 3.4328
H: 3.2074 -2.5019 4.8645
H: 1.0190 -3.5773 5.3859
H: -1.0700 -2.5748 4.5153
C: -2.4782 5.4237 3.9928
N: -2.7158 4.5491 2.8479
C: -1.8816 3.5001 2.5373
S: -1.5125 3.2293 0.9090
N: -1.3955 2.7509 3.5088
C: -2.0057 2.5405 4.8131
H: -3.0865 6.3176 3.8620
H: -1.4273 5.7264 4.0692
H: -2.7672 4.9616 4.9325
H: -2.9563 5.0322 1.9987
H: -0.8733 1.9485 3.1597
H: -1.5899 3.1991 5.5789
H: -1.8068 1.5049 5.0846
H: -3.0882 2.6730 4.7687
C: 3.8453 1.8996 -3.1321
Si: 2.0879 1.6476 -2.4672
C: 1.0432 1.3158 -3.9999
C: 1.7169 3.3077 -1.6540
N: 1.8870 0.4234 -1.2716
C: 2.6165 -0.7089 -1.2393
C: 3.5945 -1.1654 -2.1019
C: 4.1839 -2.4788 -1.9249
C: 3.9060 -3.3478 -0.9311
C: 2.9403 -2.9632 0.1400
C: 2.2338 -1.6335 -0.1311
H: 3.9183 2.9192 -3.5351
H: 4.1001 1.1980 -3.9350
H: 4.5964 1.7929 -2.3365
H: 0.6280 2.2442 -4.4186
H: 0.2101 0.6530 -3.7455
H: 1.6416 0.8313 -4.7812
H: 1.0557 3.9344 -2.2635
H: 2.6442 3.8622 -1.4722
H: 1.2224 3.1631 -0.6919
H: 3.9076 -0.5670 -2.9483
H: 4.9145 -2.7837 -2.6718
H: 4.3995 -4.3152 -0.8655
H: 3.3693 -3.0745 1.1376
H: 2.0711 -1.0662 0.7797
O: -0.7746 1.5660 -1.5613
N: -1.2990 2.6518 -1.9752
C: -2.1935 2.4628 -2.8886
C: -2.8240 3.6385 -3.4494
N: -3.3481 4.5427 -3.9290
C: -2.6003 1.1678 -3.3935
N: -2.9261 0.1659 -3.8537

Forces on the atoms, in the same order (eV/Å):
Sc 1.1 0.1 0.9
O -0.1 0.3 0.1
C 0.2 -0.1 0.1
O -0.6 -0.8 -0.3
C 0.0 0.1 -0.1
O 0.2 0.0 0.1
C -0.2 0.2 0.1
C 0.2 -0.1 0.1
O 0.1 0.0 0.0
O -0.4 0.4 -0.2
H 0.0 0.0 0.1
H 0.0 0.0 0.0
H 0.0 -0.1 0.0
H 0.2 0.0 -0.1
H -0.1 -0.1 0.0
S 0.1 -0.1 -0.1
C 0.2 0.0 0.1
C -0.1 0.0 0.0
C 0.0 0.1 0.0
C -0.1 0.1 -0.1
C 0.1 0.1 0.0
C -0.1 -0.1 0.0
S 0.1 -0.3 0.0
H -0.1 0.0 0.0
H 0.0 0.0 0.0
H 0.0 0.0 0.0
H 0.0 0.0 0.0
C 0.1 0.0 -0.2
N 0.0 0.0 0.2
C 0.2 0.0 0.0
S -0.1 0.0 -0.1
N -0.3 0.2 0.3
C 0.1 0.0 -0.1
H 0.0 0.0 0.0
H 0.0 0.0 0.0
H 0.0 0.0 0.0
H -0.1 0.1 -0.1
H 0.3 -0.2 -0.1
H 0.0 0.0 0.0
H 0.0 0.0 -0.1
H 0.0 0.0 0.0
C 0.3 -0.1 0.0
Si 0.1 0.2 0.0
C -0.2 0.1 -0.1
C -0.2 0.1 -0.1
N -0.6 -0.3 0.3
C 0.2 0.1 -0.1
C 0.0 0.0 0.0
C -0.1 0.1 0.1
C -0.1 -0.1 0.0
C 0.0 0.0 -0.1
C 0.0 -0.2 -0.2
H 0.0 -0.1 0.0
H 0.0 0.2 0.1
H -0.1 0.0 -0.1
H 0.1 -0.2 0.0
H 0.1 0.1 -0.1
H -0.1 0.0 0.1
H 0.1 0.0 0.1
H -0.1 -0.1 0.0
H 0.0 0.1 0.0
H 0.0 -0.2 0.1
H 0.0 0.0 0.0
H 0.0 0.1 0.0
H 0.0 0.0 0.1
H 0.0 0.1 0.1
O 0.4 -0.1 0.1
N -0.1 0.1 -0.1
C -0.9 0.4 -0.9
C 0.2 -0.5 0.2
N 0.0 0.1 0.0
C 0.3 0.3 0.1
N -0.1 0.0 0.0

---

Which formula does entry 3 have?
C6H8CuLiO6

---

What is the maximum force in the first record?
0.977 eV Å⁻¹

---

M of number 5 (C35H52AsGdO2P3)?
829.89 g/mol